[1]
C10H7Co2N2O7 as an isolated structure at a distorted geometry. Source: the Open Molecules 2025 dataset; level of theory: wB97M-V/def2-TZVPD.

Geometry (Å):
N1 -1.72541 -2.69417 -0.14110
N2 -2.88345 -2.60748 -0.93715
C1 -3.93935 -3.35457 -0.44101
O1 -3.78104 -4.31285 0.30208
H1 -1.66651 -3.64767 0.21706
H2 -0.92694 -2.47354 -0.72732
H3 -3.11970 -1.67459 -1.25672
H4 -4.90845 -2.98867 -0.82404
O2 -1.37100 3.86683 -0.84799
C2 -0.34354 3.38571 -0.63851
Co1 1.22869 2.64632 -0.35317
C3 1.30993 1.90601 -1.96153
O3 1.38192 1.45111 -3.02214
C4 2.04453 4.21448 -0.34713
O4 2.59570 5.22814 -0.38218
C5 0.34957 1.49657 1.03631
C6 0.02808 0.15889 0.93965
C7 -0.94633 -0.77984 1.04605
Co2 1.80300 0.42562 0.82305
C8 2.00739 -0.65395 -0.57720
O5 2.17875 -1.32254 -1.50872
C9 2.70009 -0.54608 2.03715
O6 3.32673 -1.17557 2.78232
C10 3.12265 1.66096 0.32201
O7 4.25321 1.95345 0.29544
H5 -0.06708 2.12609 1.84243
H6 -0.65994 -1.72388 1.50076
H7 -1.99151 -0.56478 0.82162

Forces on the atoms, in the same order (eV/Å):
N -0.030 -1.041 -1.073
N -1.526 -1.055 0.642
C 0.959 0.276 -0.468
O -0.350 0.634 -0.449
H -0.084 0.115 -0.302
H 0.025 -0.202 0.142
H 0.193 -0.060 0.250
H 0.029 -0.279 0.078
O 0.937 -0.316 -0.019
C -0.836 -0.146 0.697
Co -0.608 -0.025 -0.676
C 0.490 -1.019 -1.741
O -0.200 0.581 1.114
C 1.181 0.611 0.766
O -0.544 -0.596 -0.194
C -1.777 1.582 0.468
C -4.017 -0.582 0.603
C 1.903 1.940 1.049
Co 4.553 -0.318 -1.205
C 0.382 -1.052 -1.572
O -0.335 0.721 1.252
C 0.646 0.475 1.311
O -0.876 0.463 -1.092
C 0.841 -0.509 1.064
O -1.197 0.164 -0.413
H 0.202 -0.577 -0.277
H -0.210 0.162 -0.410
H 0.253 0.051 0.455

- Orbital gap: 6.8 eV
- HOMO: -0.1443 Eh
- Lowest unoccupied orbital energy: 2.83 eV
- Total charge: -1

[2]
A single C10H7IN2S2 molecule at a distorted geometry. Source: the Open Molecules 2025 dataset; level of theory: wB97M-V/def2-TZVPD.

Geometry (Å):
S1 -0.29765 1.96163 3.58205
C1 -0.33256 0.93262 2.25498
S2 -1.82170 0.00948 1.97602
C2 -1.58536 -0.66986 0.34307
C3 -2.67921 -1.38068 -0.24216
C4 -2.59384 -1.86748 -1.56997
C5 -1.46222 -1.61242 -2.36202
I1 -1.38572 -2.11640 -4.55379
C6 -0.40611 -0.95670 -1.74896
C7 -0.43869 -0.45090 -0.42728
C8 0.74656 0.24127 0.10113
N1 1.84269 0.44738 -0.57021
C9 2.78225 1.21798 0.22423
C10 2.07207 1.51805 1.53017
N2 0.77962 0.81604 1.38830
H1 -3.54667 -1.55295 0.36184
H2 -3.48581 -2.35574 -2.02152
H3 0.50957 -0.73088 -2.36414
H4 3.02786 2.16392 -0.31296
H5 3.73897 0.67700 0.35502
H6 1.88864 2.58144 1.68429
H7 2.64732 1.12719 2.37190

Forces on the atoms, in the same order (eV/Å):
S -0.057 -1.072 -1.066
C 1.730 0.954 -0.106
S 0.949 0.118 -0.562
C -0.722 -0.268 -0.671
C 1.747 0.129 -0.755
C -0.985 0.255 0.073
C -0.140 -0.001 0.073
I -0.085 0.405 2.215
C 1.432 0.678 -1.278
C -0.348 -0.775 -0.284
C 2.136 0.836 -0.812
N -1.714 -0.883 0.121
C 0.217 0.529 -0.630
C -0.203 0.145 0.904
N -2.274 -0.461 0.832
H -0.443 -0.114 0.023
H 0.811 0.306 0.508
H -0.977 -0.253 0.921
H -0.119 -0.682 0.225
H -0.553 0.121 -0.040
H -0.015 -0.057 0.123
H -0.385 0.092 0.186

- Orbital gap: 8.5 eV
- HOMO: -0.3195 Eh
- Lowest unoccupied orbital energy: -0.18 eV
- SMILES: S=C1Sc2ccc(I)cc2C2=NCCN12

[3]
C10H7IrN4S6 as an isolated structure. Source: the Open Molecules 2025 dataset; level of theory: wB97M-V/def2-TZVPD.

Geometry (Å):
Ir1 -0.56315 -0.29403 -0.09736
N1 -4.69572 -1.44749 -0.18445
C1 -3.50139 -0.84879 -0.13877
S1 -2.08725 -1.92395 -0.13041
N2 -3.45482 0.45460 -0.09030
N3 -2.16773 0.90249 -0.05435
C2 -1.95438 2.17461 -0.00005
C3 -0.56224 2.59807 0.02797
C4 -0.19768 3.93292 0.08625
C5 1.14804 4.25972 0.10966
C6 2.08704 3.24047 0.07557
C7 1.65670 1.92805 0.01618
N4 0.36182 1.59483 -0.00928
H1 -4.77153 -2.44809 -0.21823
H2 -5.53263 -0.88859 -0.18140
H3 -2.78334 2.86946 0.02229
H4 -0.96365 4.69400 0.11270
H5 1.45764 5.29446 0.15429
H6 3.14577 3.45017 0.09327
H7 2.36490 1.11276 -0.01366
S2 5.39141 -5.43726 -0.45832
C8 4.00643 -4.67392 -0.19331
S3 2.59875 -5.38780 0.54390
C9 1.53121 -4.00978 0.50759
C10 2.14016 -2.78840 -0.10632
S4 1.52700 -1.28653 -0.35820
S5 3.77389 -2.98800 -0.62905
S6 0.04476 -4.08396 1.11380

Forces on the atoms, in the same order (eV/Å):
Ir -0.081 -0.206 0.156
N 0.169 0.066 0.009
C -0.322 -0.109 -0.026
S 0.280 0.142 -0.008
N 0.276 0.030 0.012
N -0.051 0.301 -0.035
C 0.022 -0.390 -0.010
C -0.085 -0.119 -0.016
C 0.038 -0.131 -0.001
C 0.020 -0.061 -0.004
C -0.028 0.020 0.004
C 0.012 0.029 0.024
N -0.074 0.305 0.018
H 0.012 0.001 -0.004
H -0.005 0.012 0.001
H -0.003 0.008 -0.002
H -0.020 0.013 0.000
H 0.015 0.009 0.000
H 0.023 0.004 0.003
H 0.011 0.012 -0.012
S 0.000 -0.009 -0.009
C -0.072 0.056 0.058
S -0.029 -0.042 0.005
C 0.040 0.158 -0.060
C 0.026 -0.153 -0.007
S -0.113 -0.006 -0.106
S 0.002 0.034 -0.019
S -0.063 0.028 0.029

- Orbital gap (alpha / beta): 6.0 / 6.0 eV
- HOMO (alpha / beta): -0.4224 / -0.4267 Eh
- Lowest unoccupied orbital energy (alpha / beta): -5.50 / -5.58 eV
- ⟨S²⟩: 0.76
- Total charge: +1
- Spin multiplicity: 2

[4]
C10H7IrN4S6 as an isolated structure. Source: the Open Molecules 2025 dataset; level of theory: wB97M-V/def2-TZVPD.

Geometry (Å):
Ir1 -0.23198 -0.56593 0.99077
N1 -3.32918 0.51075 3.74407
C1 -2.30277 0.42124 2.89933
S1 -1.72446 -1.21329 2.51052
N2 -1.76864 1.52761 2.44193
N3 -0.73897 1.28469 1.59009
C2 -0.05422 2.25918 1.10370
C3 1.04772 1.89477 0.22325
C4 1.86898 2.82800 -0.38637
C5 2.90666 2.39060 -1.19068
C6 3.10360 1.02769 -1.36820
C7 2.25508 0.14383 -0.73445
N4 1.25007 0.56311 0.04333
H1 -3.75206 -0.30943 4.14080
H2 -3.67874 1.41867 4.00231
H3 -0.30025 3.27893 1.37331
H4 1.68766 3.88123 -0.22342
H5 3.55623 3.10696 -1.67457
H6 3.90233 0.64787 -1.98799
H7 2.36023 -0.92794 -0.83618
S2 -0.93035 -4.94914 -4.75238
C8 -0.88587 -3.99581 -3.35222
S3 -1.83372 -2.51726 -3.20026
C9 -1.14822 -2.05778 -1.68067
C10 -0.23936 -2.94696 -1.09634
S4 0.52722 -2.71012 0.39217
S5 0.09830 -4.41801 -1.95811
S6 -1.64530 -0.57346 -1.01373

Forces on the atoms, in the same order (eV/Å):
Ir -0.159 -0.206 -0.060
N 0.000 -0.087 -0.025
C 0.090 0.308 0.051
S 0.051 -0.139 -0.012
N 0.023 -0.138 -0.052
N -0.079 0.147 0.056
C -0.114 -0.008 0.090
C 0.110 0.050 -0.002
C -0.088 0.070 0.065
C 0.038 -0.066 -0.044
C 0.013 0.087 -0.014
C -0.078 -0.024 0.044
N 0.106 0.014 -0.019
H 0.000 -0.010 -0.015
H 0.001 0.018 0.008
H 0.076 0.023 -0.068
H 0.014 0.004 -0.014
H 0.008 -0.006 -0.003
H 0.008 0.010 0.000
H -0.001 -0.003 0.005
S 0.026 -0.001 -0.031
C 0.046 0.208 0.241
S -0.128 -0.112 -0.140
C 0.140 -0.062 0.022
C -0.039 0.143 -0.085
S -0.055 0.036 0.060
S -0.041 -0.211 -0.089
S 0.031 -0.046 0.033

- Orbital gap (alpha / beta): 4.8 / 5.8 eV
- HOMO (alpha / beta): -0.3330 / -0.4293 Eh
- Lowest unoccupied orbital energy (alpha / beta): -4.23 / -5.84 eV
- ⟨S²⟩: 8.77
- Total charge: +1
- Spin multiplicity: 6

[5]
C10H7N3O4S7Ti as an isolated structure. Source: the Open Molecules 2025 dataset; level of theory: wB97M-V/def2-TZVPD.

Geometry (Å):
Ti1 1.49990 -0.50534 1.08104
O1 1.14198 0.81680 -0.21444
C1 0.36239 1.00204 -1.24539
C2 0.84623 1.64412 -2.39437
C3 0.01548 1.87470 -3.47181
C4 -1.31978 1.47454 -3.44286
C5 -1.80380 0.83535 -2.31553
C6 -0.98194 0.59651 -1.21738
C7 -1.47509 -0.06751 -0.02165
N1 -0.76506 -0.74488 0.86396
C8 -1.66166 -1.21940 1.79936
C9 -2.91212 -0.81114 1.47793
N2 -2.78818 -0.10151 0.30701
H1 1.88722 1.93890 -2.40067
H2 0.41075 2.36508 -4.35427
H3 -1.96640 1.64711 -4.29392
H4 -2.83257 0.49150 -2.29618
H5 -1.32891 -1.79299 2.64351
H6 -3.85295 -0.92806 1.98346
H7 -3.45128 0.56922 -0.03877
S1 -2.02315 2.84154 2.18272
S2 -0.02647 2.98730 1.78186
S3 0.68913 1.26885 2.79581
S4 2.67312 1.05197 2.44005
S5 3.90984 -2.88073 -2.14988
C10 3.07792 -2.02398 -0.99565
S6 1.42839 -2.34331 -0.53922
S7 3.68965 -0.68589 -0.10914
O2 2.82422 -2.16984 2.24606
N3 1.90922 -2.35766 3.05955
O3 1.97413 -3.09685 4.01827
O4 0.84977 -1.67646 2.82052

Forces on the atoms, in the same order (eV/Å):
Ti -0.200 0.014 -0.089
O 0.026 -0.074 -0.045
C -0.059 0.028 0.031
C 0.019 0.013 -0.002
C -0.007 -0.006 0.004
C 0.006 0.005 0.007
C -0.011 -0.002 -0.019
C 0.043 0.009 0.000
C -0.038 -0.012 0.018
N -0.032 0.077 -0.018
C 0.007 -0.006 0.015
C 0.016 0.004 0.005
N 0.007 -0.036 -0.024
H -0.001 0.004 -0.001
H 0.004 0.003 0.001
H -0.001 -0.001 -0.003
H 0.002 -0.003 0.008
H -0.008 -0.004 -0.003
H -0.004 -0.001 0.004
H 0.021 0.018 0.016
S -0.067 -0.005 0.030
S 0.062 0.070 -0.072
S -0.087 -0.112 0.084
S 0.113 0.000 0.032
S 0.018 -0.010 -0.014
C -0.014 0.031 0.012
S 0.026 0.004 0.059
S 0.031 -0.067 -0.038
O 0.172 -0.052 0.106
N -0.069 0.237 -0.057
O 0.017 -0.131 0.029
O 0.008 0.009 -0.075

- Orbital gap: 5.7 eV
- HOMO: -0.0399 Eh
- Lowest unoccupied orbital energy: 4.66 eV
- Total charge: -2

[6]
A single C10H7NO2 molecule at a distorted geometry. Source: the Open Molecules 2025 dataset; level of theory: wB97M-V/def2-TZVPD.

Geometry (Å):
O1 3.21191 -1.67323 -0.19626
C1 2.04628 -1.50181 0.13942
C2 1.21063 -0.38088 -0.04020
C3 1.86641 0.91178 -0.01782
O2 3.20975 0.97475 0.08378
C4 1.11163 2.04117 -0.11923
C5 -0.23918 2.00293 -0.02100
C6 -0.99032 0.82757 -0.20151
N1 -2.27158 1.00685 0.06446
C7 -2.99532 -0.03242 0.07827
C8 -2.55625 -1.38446 -0.10354
C9 -1.13792 -1.50098 -0.12860
C10 -0.30396 -0.40169 -0.09878
H1 1.53394 -2.35378 0.62382
H2 3.43595 0.06555 -0.00700
H3 1.63624 2.97954 -0.02263
H4 -0.76852 2.97191 -0.13556
H5 -4.12643 0.07830 -0.01642
H6 -3.24759 -2.11037 0.25678
H7 -0.62567 -2.52073 -0.13796

Forces on the atoms, in the same order (eV/Å):
O 0.068 0.941 0.332
C -0.645 -2.673 0.075
C -1.380 3.263 -0.210
C 0.126 -3.742 -0.558
O -1.769 1.772 -0.021
C -0.356 2.040 1.273
C 0.333 1.934 -2.358
C 2.214 0.513 2.914
N -0.764 1.297 -1.117
C -3.792 -2.881 -1.473
C 3.023 2.293 1.523
C -1.013 -3.491 0.132
C 1.997 0.849 -0.894
H 0.010 -0.166 -0.057
H 1.595 -1.831 -0.262
H 0.014 0.223 -0.221
H 0.161 -0.834 0.595
H 1.381 0.220 0.941
H -0.170 -1.024 -0.722
H -1.033 1.297 0.107

- Orbital gap: 8.1 eV
- HOMO: -0.3303 Eh
- Lowest unoccupied orbital energy: -0.92 eV
- SMILES: O=Cc1c(O)ccc2ncccc12

[7]
A single C10H7NO2S molecule at a distorted geometry. Source: the Open Molecules 2025 dataset; level of theory: wB97M-V/def2-TZVPD.

Geometry (Å):
C1 -2.56094 1.43677 0.08817
C2 0.39894 -2.35972 -0.26080
C3 -2.35363 0.07143 0.21031
C4 1.53271 -1.52401 -0.26758
C5 -0.85702 -1.75511 -0.19431
C6 -1.53022 2.34772 0.11023
C7 -1.06554 -0.44893 0.21014
C8 -0.19971 1.97335 -0.17215
C9 1.46256 -0.16248 0.09869
C10 0.08539 0.48564 0.40240
N1 2.56395 0.54970 0.37740
O1 4.48077 -0.92503 -0.39494
O2 0.75718 2.58089 -0.65449
S1 4.10707 0.22909 0.35979
H1 -3.64434 1.62835 -0.00060
H2 0.37356 -3.36914 -0.49474
H3 -3.14898 -0.54298 0.06770
H4 2.45486 -1.86174 -0.43740
H5 -1.62012 -2.45919 -0.36082
H6 -1.58359 3.42575 -0.20240
H7 0.34714 0.67962 1.51541

Forces on the atoms, in the same order (eV/Å):
C -0.548 0.787 0.952
C -1.126 3.238 -0.508
C 3.127 0.533 -0.137
C -2.874 2.102 1.371
C 2.107 -1.780 1.035
C -1.094 2.698 -1.844
C -0.737 1.255 -0.183
C 3.858 -2.552 0.798
C -1.259 -1.234 -1.070
C 1.953 0.007 0.600
N 1.922 0.447 0.923
O 0.985 -1.853 -0.877
O -2.274 -0.242 0.667
S -2.961 1.958 0.345
H 0.810 0.953 0.008
H 0.641 -1.759 -0.399
H -2.148 -1.886 -0.315
H 3.392 -1.625 -0.667
H -1.515 -0.221 -0.080
H -0.979 -0.941 0.565
H -1.281 0.114 -1.183

- Orbital gap (alpha / beta): 6.4 / 5.8 eV
- HOMO (alpha / beta): -0.2912 / -0.2813 Eh
- Lowest unoccupied orbital energy (alpha / beta): -1.50 / -1.83 eV

[8]
C10H8AuCl2F6IN5O as an isolated structure. Source: the Open Molecules 2025 dataset; level of theory: wB97M-V/def2-TZVPD.

Geometry (Å):
Au1 -0.43148 -0.45372 -0.35099
C1 1.13593 -0.57563 3.60221
C2 0.05931 -0.61391 2.52397
O1 0.65675 -0.35482 1.29054
C3 -0.59541 -2.01432 2.49890
F1 -1.42316 -2.14838 1.41705
F2 0.32940 -2.95840 2.37194
F3 -1.32491 -2.26878 3.57366
C4 -0.98995 0.48376 2.81895
F4 -2.00562 0.45474 1.92716
F5 -0.41562 1.69081 2.69812
F6 -1.51397 0.39764 4.03125
H1 1.91669 -1.28653 3.34532
H2 0.71706 -0.82836 4.57490
H3 1.56382 0.42354 3.64140
N1 -0.05536 1.87227 -0.60066
C5 0.56955 2.59370 0.05921
N2 1.28191 3.40284 0.79768
C6 1.51829 4.60888 0.40166
N3 1.72180 5.72822 0.10706
Cl1 3.31404 -1.50908 -3.33035
C7 3.81779 -0.20846 -2.25793
Cl2 2.78579 -0.11700 -0.81032
H4 3.73880 0.73233 -2.78810
H5 4.83017 -0.39548 -1.92205
I1 -3.93207 -2.57493 -4.97863
C8 -2.81528 -1.35753 -3.75584
C9 -2.59838 -0.00293 -3.88960
N4 -1.81394 0.37885 -2.87170
N5 -1.50849 -0.66574 -2.08310
C10 -2.11438 -1.72888 -2.60881
H6 -2.94246 0.69964 -4.62960
H7 -1.45703 1.29586 -2.65184
H8 -2.01958 -2.70020 -2.15145

Forces on the atoms, in the same order (eV/Å):
Au 0.066 0.041 0.024
C 0.011 0.001 -0.013
C -0.033 0.016 -0.040
O -0.040 -0.063 0.100
C 0.000 0.033 -0.046
F -0.023 0.027 -0.050
F 0.103 -0.052 -0.004
F -0.047 0.003 0.125
C 0.027 -0.018 -0.036
F -0.045 -0.019 -0.059
F 0.043 0.073 0.006
F -0.023 -0.026 0.091
H 0.001 -0.001 0.001
H 0.005 -0.004 0.004
H 0.000 -0.005 0.004
N -0.026 -0.163 0.095
C -0.014 0.259 -0.194
N 0.089 0.038 -0.059
C -0.215 -0.082 0.049
N 0.106 -0.084 0.056
Cl -0.013 -0.007 -0.024
C -0.044 -0.015 -0.046
Cl 0.027 0.026 0.054
H 0.019 0.004 0.005
H 0.002 -0.015 -0.002
I 0.010 0.013 0.006
C -0.055 -0.071 -0.051
C 0.038 0.084 0.006
N -0.003 -0.046 -0.002
N -0.042 0.038 -0.067
C 0.081 0.007 0.056
H -0.003 -0.003 0.000
H 0.004 0.001 0.008
H -0.004 0.007 0.003

- Orbital gap (alpha / beta): 9.6 / 4.7 eV
- HOMO (alpha / beta): -0.4497 / -0.4496 Eh
- Lowest unoccupied orbital energy (alpha / beta): -2.60 / -7.58 eV
- ⟨S²⟩: 2.04
- Total charge: +1
- Spin multiplicity: 3

Ordered energy relative to the best compared isomer or geometry (same formula, charge and spin) results: 0.0, 1.3, 19.6, 0.0, 1.3, 33.2, 81.6, 11.1; unit kcal/mol.
Ordered electronic energy results: -103047.2152, -43234.4705, -84287.8379, -84286.1066, -122110.3953, -16066.9633, -26899.7888, -73129.9394; unit eV.